1.
{
  "formula": "C4H12",
  "method": "ωB97M-V/def2-TZVPD",
  "smiles": "CC.CC",
  "de_lowest_kcal_mol": 5.58,
  "e_homo_ev": -11.6,
  "spin_multiplicity": 1,
  "orbital_gap_ev": 12.752,
  "symbols": ["C", "C", "H", "H", "H", "H", "H", "H", "C", "C", "H", "H", "H", "H", "H", "H"],
  "xyz": [[1.058, -1.745, 1.438], [0.335, -1.672, 0.090], [2.130, -1.927, 1.410], [0.998, -0.750, 1.900], [0.584, -2.482, 2.080], [0.698, -0.837, -0.504], [0.596, -2.607, -0.420], [-0.749, -1.624, 0.103], [-1.037, 1.580, -0.086], [-0.361, 1.825, -1.432], [-0.431, 1.072, 0.655], [-1.383, 2.516, 0.363], [-1.979, 1.052, -0.255], [0.315, 0.990, -1.639], [0.236, 2.733, -1.399], [-1.010, 1.849, -2.305]],
  "lowdin_charge": [-0.166, -0.172, 0.061, 0.054, 0.060, 0.037, 0.063, 0.063, -0.171, -0.164, 0.044, 0.060, 0.064, 0.042, 0.060, 0.063]
}

***

2.
{
  "formula": "C22H16Cl2N4O3",
  "method": "ωB97M-V/def2-TZVPD",
  "smiles": "C[C@@H](Oc1ccc(Cl)cc1Cl)c1nc(-c2ccc(NC(=O)c3ccncc3)cc2)no1",
  "de_lowest_kcal_mol": 9.28,
  "e_homo_ev": -8.7,
  "spin_multiplicity": 1,
  "orbital_gap_ev": 8.621,
  "symbols": ["C", "C", "O", "C", "C", "C", "C", "Cl", "C", "C", "Cl", "C", "N", "C", "C", "C", "C", "C", "N", "C", "O", "C", "C", "C", "N", "C", "C", "C", "C", "N", "O", "H", "H", "H", "H", "H", "H", "H", "H", "H", "H", "H", "H", "H", "H", "H", "H"],
  "xyz": [[1.609, 2.572, -4.174], [0.376, 3.297, -3.635], [-0.628, 3.504, -4.606], [-1.390, 2.475, -5.062], [-1.342, 1.154, -4.633], [-2.190, 0.199, -5.170], [-3.097, 0.557, -6.151], [-4.153, -0.629, -6.824], [-3.167, 1.867, -6.602], [-2.319, 2.811, -6.059], [-2.390, 4.440, -6.604], [-0.150, 2.647, -2.395], [0.498, 1.866, -1.591], [-0.420, 1.603, -0.606], [-0.138, 0.755, 0.529], [-1.118, 0.518, 1.493], [-0.837, -0.288, 2.573], [0.424, -0.874, 2.715], [0.643, -1.671, 3.837], [1.757, -2.384, 4.180], [2.768, -2.456, 3.516], [1.618, -3.113, 5.480], [0.910, -2.612, 6.570], [0.878, -3.365, 7.734], [1.477, -4.535, 7.864], [2.159, -5.005, 6.834], [2.270, -4.335, 5.626], [1.402, -0.638, 1.750], [1.119, 0.169, 0.669], [-1.563, 2.205, -0.820], [-1.397, 2.893, -1.981], [2.036, 3.150, -4.989], [1.355, 1.584, -4.545], [2.338, 2.471, -3.377], [0.664, 4.322, -3.357], [-0.647, 0.846, -3.869], [-2.140, -0.819, -4.821], [-3.872, 2.151, -7.366], [-2.088, 0.974, 1.377], [-1.597, -0.471, 3.321], [-0.153, -1.749, 4.456], [0.423, -1.648, 6.537], [0.346, -3.013, 8.608], [2.641, -5.961, 6.989], [2.844, -4.734, 4.805], [2.374, -1.089, 1.856], [1.869, 0.359, -0.082]],
  "lowdin_charge": [-0.007, -0.272, -0.036, -0.279, -0.005, -0.090, -0.681, 0.678, -0.122, -0.580, 0.739, -0.317, 0.221, -0.291, -0.170, -0.016, -0.014, -0.209, 0.137, -0.412, 0.093, -0.130, -0.016, -0.141, 0.061, -0.132, 0.007, 0.006, -0.007, 0.150, 0.063, 0.091, 0.080, 0.085, 0.172, 0.111, 0.110, 0.108, 0.114, 0.112, 0.133, 0.110, 0.107, 0.108, 0.118, 0.101, 0.112]
}

***

3.
{
  "formula": "C6H13N2S",
  "method": "ωB97M-V/def2-TZVPD",
  "de_lowest_kcal_mol": 146.61,
  "e_homo_ev": -13.2,
  "charge": 1,
  "spin_multiplicity": 1,
  "orbital_gap_ev": 8.015,
  "symbols": ["C", "C", "C", "C", "C", "C", "N", "N", "S", "H", "H", "H", "H", "H", "H", "H", "H", "H", "H", "H", "H", "H"],
  "xyz": [[-2.269, 2.941, 1.181], [-1.184, 3.492, 1.226], [1.817, -0.049, 0.202], [1.473, 0.839, -0.969], [0.251, -0.056, 0.415], [-0.472, -1.421, 0.690], [-1.053, -2.406, -1.488], [0.008, 0.697, -0.832], [0.297, -2.740, 1.264], [-3.131, 2.373, 1.127], [-0.282, 4.115, 1.305], [2.071, -1.120, -0.047], [2.299, 0.337, 1.100], [1.924, 1.926, -0.820], [1.945, 0.407, -1.787], [-0.033, 0.435, 1.351], [-1.534, -1.425, 0.449], [-0.458, -3.130, -1.082], [-0.766, -2.016, -2.438], [-0.417, 1.601, -0.729], [-1.957, -2.677, -1.479], [1.471, -2.121, 1.361]],
  "lowdin_charge": [0.012, -0.005, -0.114, -0.190, -0.353, -0.377, 0.073, 0.036, 1.043, 0.002, 0.044, 0.101, 0.120, 0.167, 0.083, 0.145, 0.085, 0.014, 0.112, 0.077, 0.000, -0.074]
}

***

4.
{
  "formula": "C18H36IN5O3P",
  "method": "ωB97M-V/def2-TZVPD",
  "e_homo_ev": -11.6,
  "charge": 1,
  "spin_multiplicity": 1,
  "orbital_gap_ev": 7.337,
  "symbols": ["C", "C", "O", "C", "C", "C", "C", "C", "C", "N", "C", "P", "N", "C", "I", "C", "C", "C", "C", "C", "C", "N", "O", "N", "O", "H", "H", "H", "H", "H", "H", "H", "H", "H", "H", "H", "H", "H", "H", "H", "H", "H", "H", "H", "H", "H", "H", "H", "H", "H", "H", "H", "H", "H", "H", "H", "H", "H", "C", "C", "N", "H", "H", "H"],
  "xyz": [[-2.055, -5.011, -0.146], [-0.511, -4.940, 0.247], [0.149, -3.796, -0.313], [1.099, -3.238, 0.627], [1.974, -2.103, -0.065], [2.973, -1.377, 0.929], [2.368, -0.113, 1.661], [1.995, 1.083, 0.646], [0.461, 1.388, 0.605], [-0.365, 0.367, 0.765], [-1.794, 0.763, 0.745], [-3.032, -0.281, -0.217], [-2.698, -1.836, 0.035], [-1.880, 2.351, 0.621], [-2.482, 3.205, 2.540], [-0.324, 2.759, 0.391], [0.074, 3.281, -1.060], [-0.985, 4.266, -1.718], [-1.297, 3.877, -3.234], [-2.060, 2.489, -3.389], [-1.062, 1.331, -3.896], [-1.746, 0.488, -4.930], [-0.114, 3.830, 1.328], [1.159, 3.840, 1.823], [1.524, 4.935, 2.044], [-2.446, -6.076, -0.135], [-2.710, -4.419, 0.550], [-2.148, -4.663, -1.217], [-0.051, -5.930, -0.061], [-0.388, -4.876, 1.377], [1.796, -4.095, 0.902], [0.505, -2.866, 1.515], [2.621, -2.654, -0.821], [1.359, -1.372, -0.668], [3.261, -2.113, 1.744], [3.934, -1.135, 0.379], [3.175, 0.268, 2.366], [1.497, -0.402, 2.314], [2.572, 1.984, 1.024], [2.446, 0.835, -0.358], [-0.091, -0.619, 0.886], [-2.140, 0.595, 1.821], [-2.990, -0.074, -1.633], [-4.334, 0.094, 0.286], [-1.873, -1.874, 0.643], [-2.558, 2.519, -0.266], [0.175, 2.363, -1.721], [1.052, 3.842, -0.947], [-0.502, 5.294, -1.737], [-1.947, 4.385, -1.147], [-0.295, 3.869, -3.762], [-1.933, 4.683, -3.717], [-2.846, 2.565, -4.205], [-2.600, 2.158, -2.455], [-0.714, 0.679, -3.028], [-0.192, 1.828, -4.408], [-2.414, -0.134, -4.454], [-1.071, -0.160, -5.355], [3.801, -1.930, 5.356], [2.657, -2.163, 4.429], [1.766, -2.345, 3.707], [4.045, -0.868, 5.382], [3.535, -2.260, 6.360], [4.672, -2.490, 5.015]],
  "lowdin_charge": [-0.097, -0.270, -0.206, -0.235, -0.164, -0.207, -0.192, -0.080, -0.030, 0.156, -0.444, 0.789, -0.285, -0.552, 1.032, -0.382, -0.079, -0.174, -0.189, -0.183, -0.291, -0.029, -0.241, -0.030, 0.120, 0.077, 0.050, 0.077, 0.122, 0.117, 0.142, 0.092, 0.128, 0.100, 0.093, 0.122, 0.121, 0.081, 0.116, 0.141, 0.144, 0.083, 0.001, 0.035, -0.051, 0.077, 0.117, 0.140, 0.124, 0.112, 0.113, 0.120, 0.117, 0.069, 0.089, 0.110, 0.063, 0.071, -0.043, -0.220, 0.152, 0.082, 0.087, 0.086]
}